[1]
ORCA calculation (ωB97M-V/def2-TZVPD) on 15 unconnected molecules or ions with the total composition C47H126N2O15 in a non-equilibrium geometry.

Structure (XYZ):
```
190
Properties=species:S:1:pos:R:3:forces:R:3
H 1.81175 5.73550 -2.62211 0.062 0.334 -0.312
H -2.16938 -2.69223 1.83738 0.375 -0.648 -0.355
C -3.50675 1.25408 -5.31726 -0.122 0.025 0.014
C -1.18921 -5.38312 -4.91714 0.970 -0.257 -1.145
H -3.65005 0.79202 -6.30915 -0.435 0.494 0.224
H 5.28281 -4.21440 -3.75866 -1.365 -0.087 -0.687
H 4.42881 -3.34779 0.29732 0.008 0.009 -0.666
H 5.85612 1.12899 0.42496 0.706 -0.436 0.195
O 4.72843 -0.20001 -1.17100 0.245 -1.135 -0.695
C 4.38724 -4.25214 -4.46931 1.297 -1.869 -0.608
H 0.00171 -3.28160 6.06349 -1.251 -0.524 -1.051
C 1.76322 3.99682 -4.82248 0.352 -0.614 -2.255
C -3.95935 4.38518 1.81314 -0.395 -1.718 0.011
H -3.73766 2.89760 3.42148 -0.147 -0.145 0.049
H 6.55339 0.18021 -2.90530 1.035 0.260 0.189
H -0.52768 -4.48658 4.78725 0.309 0.297 -0.179
C -4.80556 -0.27728 -1.84678 0.509 -0.205 0.893
C -1.49604 2.71586 -5.96721 -2.871 1.518 0.913
C 4.62530 1.85016 1.90090 -0.526 0.156 1.658
H -1.90641 -4.58956 -5.10721 -0.306 -0.211 -0.102
H 3.46915 -3.95162 -1.69231 -0.219 -0.299 -1.103
H -6.18656 -0.05909 7.64461 -1.210 -0.244 0.885
C -1.81679 -5.38360 -2.39495 0.970 -1.011 0.600
H -2.93661 -0.10851 -0.67050 -0.847 -0.999 -1.246
C 2.58655 -2.68389 1.24327 -0.522 -0.357 -0.456
H 4.47242 -3.39737 2.02579 -0.516 -0.248 -0.485
H 3.29705 2.25280 3.63584 0.588 0.146 -0.285
H 1.92282 -2.08232 -4.51666 0.433 -0.230 0.466
H -5.83546 3.44180 2.20361 0.012 0.172 -0.503
H 4.67185 -5.00773 -5.29086 -0.390 1.201 1.091
C -0.28912 6.19804 2.07579 1.145 -0.342 0.782
H -0.21370 4.25899 2.82819 0.360 -0.152 -1.040
H -1.17347 -0.91538 0.10360 0.546 -0.177 -0.045
H -1.38498 6.31336 2.04751 0.449 -0.455 0.201
H -2.37249 0.00828 -2.92640 -0.230 -0.567 0.293
C -5.08564 0.67364 6.09474 0.566 -0.445 0.140
H -4.08608 2.21109 -5.16309 0.558 -0.991 -0.447
C -1.53252 -2.56577 4.64327 1.841 1.494 0.286
H -0.90677 2.10611 -3.66179 1.444 0.316 0.464
C 3.08823 -4.71933 -3.80625 1.491 0.956 0.495
C 5.80459 -0.49128 -3.24834 -1.688 1.076 -1.872
H 6.77811 1.86968 1.78585 -0.077 -0.042 -0.174
C 2.83444 -3.81852 -2.60775 -0.640 0.358 0.968
C -0.56047 -0.04136 0.36751 0.726 0.030 0.078
H 0.11706 6.84627 1.32130 0.298 0.389 -0.460
H -4.81930 0.73343 -2.26497 0.162 -0.071 0.413
H 1.72946 4.97161 -5.24583 0.316 1.084 -0.330
H 0.85683 2.41295 -2.28325 0.190 0.113 -0.722
H 2.11982 4.96802 2.85066 0.281 -0.396 1.055
C 1.74345 -0.19329 -5.48693 -1.198 1.878 0.286
H -0.57984 -1.28601 -4.56166 0.828 -1.008 -0.676
H -2.31585 3.90746 3.11704 0.104 0.229 0.267
H -1.90199 3.60172 -5.38447 0.180 -0.768 -0.641
H -2.27892 -1.61621 6.34047 0.427 -0.089 -0.796
N -1.78988 -1.38276 5.45359 -0.734 0.953 1.586
H 2.22987 5.04895 1.18311 -0.117 -0.220 -0.385
H 1.89445 1.30772 5.88234 -1.330 0.702 -0.103
H -0.90880 1.03292 -1.42479 0.447 0.057 -0.209
H -1.53692 -4.19654 6.06206 -1.094 -0.189 1.081
H -3.89375 -2.33534 0.08514 -0.596 0.126 1.494
H 5.67702 -0.38421 -4.35497 0.342 -0.047 0.688
H -1.03962 -4.09944 2.15075 0.054 0.429 -0.036
H 2.32018 4.10637 -2.04704 -0.176 0.715 -0.376
H -0.28897 -5.19762 -5.54800 -0.611 0.031 0.286
H 3.51174 -4.64655 1.14167 0.231 0.536 -0.111
H 3.47831 -1.37937 0.22353 0.364 0.798 -0.283
H 1.98379 -1.75157 -7.28251 -0.291 0.921 -0.910
H -0.11688 -2.97327 -5.07367 -0.595 -0.795 0.015
C 4.15313 1.48338 -2.75243 -0.842 -1.331 -1.449
H -0.84091 1.63322 4.51868 -0.176 -0.171 -0.127
H -3.52810 -3.14068 4.88888 -0.082 -0.183 -0.197
C -3.43970 -0.80698 -1.45310 1.246 -0.036 0.961
H -2.60015 -6.13847 -2.38741 -0.150 -0.145 -0.810
H -3.28391 -2.07675 3.48046 0.278 -0.188 0.434
H -4.81945 -1.08356 7.31940 0.525 -0.372 0.240
H 6.01252 -1.51676 -3.05716 0.214 -0.743 0.447
H 1.19906 -1.14084 -1.04450 -0.021 0.508 -1.185
H -3.89256 0.50865 -4.57066 0.675 0.676 -0.581
H -0.97627 -0.83466 5.76157 -0.234 -0.610 -0.367
H 1.84708 3.42225 1.82750 0.422 0.538 0.488
H -3.31261 1.16671 7.36936 -0.546 -0.181 -0.292
H -2.70068 0.53479 2.76828 0.547 0.191 0.083
C 0.41037 2.88776 6.51657 0.521 -0.692 -0.227
H 3.67081 1.65083 -3.72268 0.548 0.061 -0.294
H 0.85168 0.51418 7.54104 -1.166 -0.385 -0.774
H -5.44678 -0.42018 -0.99552 -0.591 0.558 0.485
H -0.08838 4.23012 -3.83037 -0.056 0.941 -0.413
C -4.24027 1.59688 6.94357 0.749 0.767 -1.057
O 0.23229 0.47939 6.76798 1.095 0.139 1.119
C 1.70749 4.50911 1.97860 0.060 0.233 -1.405
H 1.92632 -3.02262 0.42033 -0.167 0.330 0.263
H 0.75789 1.91850 3.84898 -0.031 -0.086 -0.334
H 4.59188 2.86494 1.52696 0.141 0.386 -0.145
H -5.96486 1.24359 5.70970 0.667 -0.348 0.086
C 5.94472 1.21386 1.51003 -0.067 0.104 0.578
O -1.42592 0.78489 1.17498 1.265 0.866 -1.557
H 1.54704 -3.73862 2.79971 0.136 -0.723 0.407
H -0.09570 -4.60111 -3.28893 0.519 1.503 0.086
N 0.95125 1.64144 -0.66892 -0.222 0.296 -0.756
H 4.25625 -3.27980 -4.92421 -0.037 0.233 -0.148
C -5.29733 3.82355 1.31424 -0.157 0.256 1.208
H 0.36153 -0.32228 0.97743 -1.101 -0.020 -0.453
C -3.15959 3.40571 2.65960 0.102 0.125 -0.696
H -1.24882 4.30745 0.63253 1.073 0.052 0.392
H 2.78779 3.67624 -4.68404 0.258 0.025 0.264
C -2.08718 -3.78249 2.02504 0.867 0.822 0.444
H 1.78765 -3.94265 -2.27888 0.240 0.134 0.071
C 1.47757 4.72728 -2.44698 0.219 -1.423 1.749
H 4.26583 0.49096 -0.71341 -0.548 0.584 0.562
H -6.14109 -1.13507 6.10169 -0.004 0.326 1.317
C -3.46115 -2.27751 -0.86785 -0.527 0.702 -2.418
C 3.80619 -3.57864 1.14346 0.457 -0.371 1.879
C 0.23786 4.75492 1.90608 -2.614 0.504 1.285
H 2.35211 -6.23663 -3.01909 -0.036 -0.640 -0.019
H -5.90809 4.62364 0.86777 0.153 -0.316 -0.025
H -1.43630 -0.76786 2.49366 -0.793 0.632 -0.064
H 2.95432 -2.78188 -2.92676 -0.097 0.098 0.158
H -3.93425 2.35846 6.19854 0.126 0.042 0.742
H -0.46645 2.86781 -5.88574 1.639 -0.249 -0.469
H -2.93344 -0.58109 1.50107 0.198 -0.250 -0.296
O -2.81225 -4.06819 3.18458 -0.588 0.229 1.043
C 1.86310 -2.74341 2.56858 -1.076 1.348 -0.243
O 3.22319 -6.06468 -3.40081 -0.471 0.167 -0.102
C 4.34085 1.93583 3.43777 -0.096 1.573 -1.398
H 1.72395 1.20144 -0.21279 0.826 0.069 0.480
H -4.09685 -2.92835 -1.52867 0.580 0.585 0.368
O 0.75446 2.57570 -3.27430 0.483 -0.480 0.853
C -0.73357 -5.41053 -3.50326 -0.422 -1.201 0.916
C -2.84874 -2.91673 4.05980 -0.952 -0.882 -1.402
C 4.51727 -0.01840 -2.61038 0.386 1.269 2.049
H 2.49666 -2.28514 3.32816 0.089 -0.368 0.229
H -3.50460 -0.19487 5.18899 0.096 -0.025 0.255
C 0.94566 3.95838 -3.63148 -1.715 -0.855 1.866
H -4.79763 2.06766 7.73071 -0.318 0.275 0.452
H 0.24700 0.25297 4.24256 0.079 -0.247 -0.234
O 0.25306 -6.47337 -3.36642 -0.364 -0.205 0.477
H 1.56512 0.50516 -4.64170 0.068 -0.868 0.053
O -3.12973 4.66241 0.70923 0.686 0.323 -0.301
H 2.24835 -4.56380 -4.50161 0.165 -0.291 -0.087
O 3.54544 1.21610 1.25829 -0.487 -0.477 -0.134
H 0.88937 2.91860 7.51225 -0.584 0.125 -0.193
C -0.01308 -1.94128 -5.30499 -1.258 1.776 0.244
C 1.43327 -1.63629 -5.35905 1.326 -0.274 -0.804
H 1.33040 3.35926 -5.61782 0.322 0.089 0.477
H 0.90488 -2.13443 2.57508 1.108 -0.507 -0.371
H -5.18043 -0.94035 -2.57560 -0.501 -0.782 -1.164
H -4.13634 5.26092 2.38362 -0.281 1.185 0.523
H 4.46657 1.03251 3.95891 0.419 -1.506 0.495
H 1.27563 0.07092 -2.50202 0.340 -0.638 0.366
H -0.41502 -1.66835 -6.29109 -0.236 -0.449 0.154
H 0.99235 0.18223 -6.20523 0.640 0.189 -0.368
H 0.13623 6.48906 3.05298 -0.541 0.450 -0.248
C 0.64992 -0.49663 -1.79312 -0.068 0.207 0.424
H 2.75635 -0.03542 -5.80617 0.440 0.118 -0.393
H 3.67212 -0.61070 -2.88086 -0.685 -0.554 -0.433
O -4.32463 0.27407 4.96083 -0.542 0.161 -0.571
H 0.55479 2.34137 -0.06567 -0.126 0.436 0.480
O -0.26012 4.22443 0.70576 -0.750 -0.706 -0.689
H -1.45502 0.61715 -5.41836 0.295 -0.477 -0.393
H 6.11630 0.25139 2.04160 -0.254 0.381 -0.679
H -0.78648 -2.19032 3.88893 -0.819 -0.591 0.283
C -2.13671 -0.02485 2.01452 -0.567 -1.317 1.451
H -2.46669 -2.72121 -0.83856 0.089 0.290 -0.016
C -0.01296 0.61015 -0.94178 -1.990 -1.095 0.796
C -0.87573 -3.66959 5.42919 2.091 -0.163 0.024
H -2.71969 2.71929 1.93828 -0.070 -0.494 0.216
H -2.44098 -4.33183 1.18233 -0.696 -0.429 -0.523
H -0.01921 -1.12219 -2.41815 0.050 0.399 0.782
O 2.05422 -2.29268 -6.51838 -0.199 -1.095 1.870
H -5.16631 2.99711 0.62351 0.133 -0.042 -0.155
H -1.28626 -5.63801 -1.47548 0.201 0.226 0.198
H 3.29333 1.73659 -2.12707 0.430 0.002 0.621
H -0.70392 3.05942 6.56057 1.259 -0.222 -0.015
O -1.78879 1.76550 -3.75024 -1.452 -0.738 -1.293
H -1.93828 2.83953 -6.96815 0.581 -0.389 0.157
O 2.95302 -1.32504 1.03093 -0.085 -0.605 -0.205
H -1.50247 -6.39386 -5.21928 -0.530 0.437 0.083
H -2.27551 -4.42496 -2.20725 -0.011 0.393 -0.476
H 5.04867 2.67009 3.83384 -0.221 -0.043 0.293
H -3.65294 5.14591 0.07972 -0.120 0.371 -0.594
C 0.19327 1.29115 4.53579 -0.080 0.714 -0.044
C -1.99780 1.51816 -5.19474 -0.921 0.199 2.020
H 0.76753 4.70886 -1.58204 0.261 0.226 -0.818
H 3.35602 0.38007 1.72295 0.011 0.091 -0.477
O -2.63472 -0.89686 -2.62433 0.623 0.694 -0.219
H 5.01579 2.11530 -2.64090 0.236 0.388 0.251
C -5.61594 -0.51586 6.88015 0.109 0.040 -2.378
H -0.13140 -7.36189 -3.34106 -0.202 0.401 -0.095
C 0.76159 1.50024 5.90159 0.828 0.067 0.826
H 0.92788 3.65685 5.93526 -0.369 0.137 -0.068
```
Forces are in eV/Å.

## Properties
HOMO-LUMO gap: 9.61 eV
Max |F|: 0.066 hartree/bohr
E: -3104.31742 a.u.

Mulliken atomic charge list, values in e, 5 entries: 0.475, -0.191, -1.346, -1.463, 0.420

---

[2]
ORCA calculation (ωB97M-V/def2-TZVPD) on 6 unconnected molecules or ions with the total composition C47H32F6N2O13 in a non-equilibrium geometry.

Structure (XYZ):
```
100
Properties=species:S:1:pos:R:3:forces:R:3
O 3.39914 -0.07220 -6.02254 0.505 0.028 0.698
C -3.64988 2.60833 2.54702 1.806 2.690 -0.666
C -0.33046 -3.54067 1.99225 -3.169 -0.221 -0.258
C 4.49941 0.94091 -2.79463 -0.406 0.122 -0.153
C -3.05960 2.18100 4.01324 1.714 1.143 1.631
C -2.92513 -3.65798 3.07507 2.245 0.154 -3.139
C 2.20661 2.71720 2.30540 0.266 0.675 0.279
O 5.54626 3.66882 -1.50569 0.453 0.193 -0.425
C -3.55809 -3.62228 1.55903 3.547 -0.186 0.327
H 0.26033 2.58668 3.29358 0.055 0.006 -0.044
C -6.49741 -0.36253 2.17485 -0.560 -0.616 1.706
H -7.62706 -0.92844 -5.04154 -0.008 -0.019 0.047
O -7.90631 -5.36440 -5.52392 0.022 0.729 0.515
C -0.90535 -3.54986 0.45487 -3.533 0.005 3.065
H -5.75192 -2.56568 -0.72846 0.485 0.996 2.363
O -3.65328 0.68903 6.13767 -0.829 3.931 -2.094
C 8.81263 1.01069 1.78197 0.793 0.158 -0.143
H -0.91368 -3.61084 4.44170 -0.689 -0.027 -2.734
H -5.34784 -4.55274 0.49709 0.052 2.109 1.731
C -7.82262 -2.02396 -3.15921 -0.024 0.538 0.392
C -2.53484 -3.59273 0.23810 1.695 0.046 3.963
C 6.10767 0.06686 1.95739 -0.635 -0.339 -0.021
H -0.36446 0.41210 2.25087 0.041 -0.042 -0.043
C 6.08715 4.78352 -3.50999 0.117 0.194 -0.392
C 7.04137 5.19077 -4.35257 -0.487 -0.036 0.110
H 2.84009 1.46823 -4.00813 0.016 -0.041 -0.016
C -7.72312 -1.92555 -4.62878 0.002 -0.167 -0.411
H -2.99953 -3.59940 -0.84740 1.095 0.015 2.469
C -7.88226 -4.36633 -4.81696 -0.033 -0.834 -0.599
H -8.02429 -3.42847 -1.49625 -0.072 0.003 0.016
O 1.18014 -0.85799 0.59607 0.206 0.663 0.255
C 7.84491 3.76313 -2.01508 0.425 0.014 -0.094
C 5.31487 -0.83038 -4.87916 0.413 -0.157 0.254
H -7.68059 -2.96182 -6.47992 -0.003 -0.037 0.029
H -0.24451 -3.49496 -0.52819 -1.320 -0.113 2.635
F -4.60538 3.71849 2.76004 2.902 -3.974 -0.852
C -7.75169 -3.01642 -5.40047 0.035 0.492 0.055
C 8.33942 -0.11971 0.95853 -0.369 -0.298 -0.023
H 4.05795 2.51595 1.16049 0.003 0.035 -0.008
H -8.07782 -5.46185 -2.93463 -0.002 0.022 -0.041
H -3.64764 -3.71430 3.99423 1.532 0.184 -2.037
C 6.41884 4.04021 -2.27846 -0.499 -0.216 0.517
C -8.10377 -2.38074 1.17251 -7.298 -4.437 0.763
C 7.07972 -0.55896 1.03942 0.492 -0.052 -0.079
H 8.07098 3.21627 -1.10783 -0.037 -0.006 -0.010
C -6.79093 -1.37829 0.91514 -0.191 0.120 -1.168
H 0.82985 -3.48494 2.14736 -2.557 -0.106 -0.360
H 6.97419 -1.35771 -3.66566 -0.020 0.026 0.021
C 3.74009 0.87622 -3.89261 0.120 0.163 0.404
H 6.81530 5.73763 -5.25981 0.041 -0.011 0.015
C 6.58088 1.19726 2.78084 0.318 0.307 0.136
N -5.17830 -1.62979 4.52266 -5.142 5.016 -10.226
N -9.19734 -3.10599 1.29105 10.538 6.886 -1.133
C 0.91464 2.06806 2.60313 -0.291 -0.339 -0.060
C -5.48800 -2.21662 0.38237 -0.561 -1.366 -0.990
H 9.84969 3.97559 -2.67820 -0.029 0.023 -0.030
C -5.71959 -1.10089 3.45087 3.511 -3.264 7.116
C -5.80721 1.07248 1.73796 -5.230 4.202 -1.577
F -3.34206 0.14049 1.77023 -2.855 4.027 -0.013
H 8.20319 2.46410 3.29780 0.015 -0.026 -0.031
H -4.49700 -1.60208 0.29508 -2.132 -0.791 0.454
H 3.43316 0.34137 0.11778 -0.063 -0.025 0.085
C -5.18636 -3.61417 1.21353 1.659 0.130 -0.051
H 6.71711 -1.38655 0.44156 -0.004 0.089 0.047
O 6.41513 0.18272 -1.65124 -0.365 -0.010 -0.611
O -6.68585 2.05988 1.40747 6.470 -6.626 2.167
O 2.51335 3.78604 2.81529 -0.167 -0.624 -0.260
F -1.81294 1.35475 3.96256 -4.364 2.604 -0.038
H -7.12851 -0.67937 0.00800 0.471 -1.518 2.038
H -7.57107 -0.07444 2.61116 2.561 -0.357 -0.882
C -4.20048 1.37524 1.62103 1.082 -0.592 -2.960
C 2.77885 0.85999 0.80823 0.162 0.525 -0.064
H 9.06522 -0.56793 0.29102 -0.011 0.045 0.019
C 8.79913 4.17038 -2.85765 -0.133 -0.233 0.398
C 0.57948 0.90135 2.04385 -0.129 0.330 0.288
C -7.95320 -3.37387 -2.57570 0.016 -0.432 -0.054
C 6.07419 -0.76570 -3.78117 -0.072 -0.167 -0.416
C -1.30152 -3.61733 3.32716 -2.158 0.192 -4.549
H -5.84762 -3.67710 2.18217 1.439 -0.052 -1.904
H 5.03659 4.97831 -3.68945 0.021 -0.014 0.037
F -3.97142 1.80676 0.19031 -0.842 -1.372 4.409
H -3.15958 1.32074 6.77146 -0.877 -1.247 -1.477
C 7.84058 1.63651 2.69994 -0.460 0.049 0.203
F -2.48758 3.20810 1.79043 -3.559 -1.914 2.431
C 8.46743 4.91369 -4.08919 0.738 0.295 -0.609
C -7.98176 -4.46474 -3.34739 0.003 0.194 0.453
O -7.79857 -1.02589 -2.45225 0.076 -0.505 -0.275
C 5.72180 0.12436 -2.65742 0.330 0.060 0.525
C 3.11401 2.02670 1.36750 -0.045 -0.335 -0.343
C -4.21198 1.54181 5.03830 -5.395 0.094 1.578
O -5.53111 1.79923 4.93055 9.562 -1.872 0.178
C 1.48688 0.21085 1.10596 -0.131 -0.733 -0.354
O 4.95504 -0.33582 2.03354 0.828 0.109 0.097
F -2.64192 3.47104 4.68081 -1.189 -3.855 -1.953
O 9.34002 5.28508 -4.86195 -0.634 -0.263 0.540
H 5.85508 1.64548 3.44834 -0.014 -0.014 -0.012
H 5.55865 -1.47843 -5.71214 -0.036 0.027 0.004
H 4.25563 1.58895 -1.96165 0.052 0.009 -0.024
C 4.09248 -0.01384 -5.01636 -0.601 0.001 -0.799
O 9.96527 1.41337 1.70583 -0.702 -0.188 0.043
```
Forces are in eV/Å.

## Properties
SMILES string: N#C[C@H](CCc1ccccc1)[C@@H](C#N)C(=O)C(F)(F)C(F)(F)C(F)(F)C(=O)O.O=C1C=CC(=O)C=C1.O=C1C=CC(=O)C=C1.O=C1C=CC(=O)C=C1.O=C1C=CC(=O)C=C1.O=C1C=CC(=O)C=C1
HOMO-LUMO gap: 6.25 eV
Max |F|: 0.246 hartree/bohr
E: -3496.14354 a.u.

Mulliken atomic charge list, values in e, 5 entries: -0.567, 0.312, -0.260, -0.051, 0.880